Entry 1:
173
Properties=species:S:1:pos:R:3 method="wB97M-V/def2-TZVPD" e_tot_ha=-2846.5066 spin_multiplicity=2 homo_lumo_gap_ev="6.23 / 3.27" charge=+2 fmax_ha_per_bohr=0.099 relative_energy_kcal_mol=20.1
Y 2.1302 -1.5552 2.7707
C -0.7694 1.1049 0.2086
C -0.2241 -0.3807 0.3615
C 0.2905 -0.8072 -1.0505
O 0.6541 -0.5144 1.4677
H -1.5171 1.0606 -0.5833
H 0.0305 1.7712 -0.1145
H -1.1784 1.6272 1.0735
H -1.0385 -1.0895 0.5119
H -0.5372 -0.8770 -1.7562
H 0.9431 -1.6792 -1.0916
H 1.0043 -0.0724 -1.4228
C 2.3372 -4.9216 -0.1237
C 2.5309 -4.9824 1.3819
C 3.8352 -5.8150 1.7961
O 2.4884 -3.7040 2.0040
H 3.0821 -4.1942 -0.4464
H 1.3857 -4.4895 -0.4335
H 2.4286 -5.9155 -0.5617
H 1.7369 -5.6085 1.7889
H 4.0027 -6.6576 1.1253
H 3.6939 -6.0523 2.8506
H 4.8411 -5.4319 1.6244
C 6.0969 -1.3339 -0.2332
C 5.6772 -1.0738 1.2931
C 6.8983 -0.4079 1.9685
C 7.0442 1.0744 2.0095
C 5.8310 1.8165 2.1786
C 4.6433 1.3064 1.2133
N 4.5318 -0.1703 1.5451
O 3.4916 -0.7538 0.8815
C 3.3296 2.0329 1.6236
C 4.8801 1.6273 -0.2345
C 5.5607 -2.3963 2.1227
H 5.3116 -1.8856 -0.7499
H 7.0224 -1.9093 -0.2536
H 6.4149 -0.4417 -0.7728
H 7.1462 -0.7179 2.9836
H 7.7515 -0.8057 1.4189
H 7.5323 1.5916 1.1835
H 7.6813 1.0618 2.8939
H 5.9463 2.8741 1.9413
H 5.6463 1.8426 3.2525
H 3.4171 3.1186 1.5834
H 2.5631 2.0081 0.8490
H 3.0072 1.8097 2.6407
H 5.9283 1.4967 -0.5034
H 4.2778 1.0433 -0.9305
H 4.5965 2.6451 -0.5025
H 6.5410 -2.8608 2.2290
H 4.9899 -3.0480 1.4612
H 5.1228 -2.2512 3.1103
H 3.6870 -0.5215 -0.0293
C -1.6992 -4.5721 4.9331
C -1.8233 -3.4531 3.8669
C -3.3103 -2.9996 3.8990
C -3.6917 -2.0347 5.0113
C -2.7614 -0.9292 4.9909
C -1.2719 -1.2016 5.1124
N -0.9007 -2.3573 4.1739
O 0.4770 -2.7345 4.3698
C -0.5447 0.0233 4.6130
C -0.9576 -1.5213 6.6386
C -1.7274 -4.0923 2.4532
H -0.6575 -4.8563 5.0826
H -2.1918 -5.4399 4.4945
H -2.1575 -4.2827 5.8788
H -3.5730 -2.6068 2.9167
H -3.9221 -3.8907 4.0403
H -3.7421 -2.5700 5.9594
H -4.6483 -1.5853 4.7448
H -3.0145 -0.2417 5.7979
H -2.9485 -0.3869 4.0641
H -0.9191 0.9541 5.0392
H 0.5342 -0.1011 4.7063
H -0.6517 0.1546 3.5362
H 0.1145 -1.5861 6.8244
H -1.3765 -0.8867 7.4196
H -1.3093 -2.5342 6.8342
H -2.4517 -4.9069 2.4547
H -0.7481 -4.5685 2.4056
H -1.7322 -3.5526 1.5062
H 0.4538 -3.3694 5.0895
C 0.8145 7.2838 -0.1238
C 1.2236 5.9058 0.3981
C 2.3821 5.4533 -0.5682
C 3.6282 6.2606 -0.4655
C 4.0772 6.1737 0.9643
C 3.0778 6.5615 2.0921
N 1.8077 5.9140 1.7930
O 0.8723 6.2672 2.7416
C 3.6423 5.9883 3.3660
C 2.9809 8.0397 2.2370
C 0.0614 4.8550 0.3767
H 1.6831 7.9421 -0.1415
H 0.1124 7.7791 0.5468
H 0.3174 7.1702 -1.0872
H 2.6032 4.3929 -0.4466
H 2.1103 5.4925 -1.6230
H 3.3410 7.2704 -0.7588
H 4.3417 5.9004 -1.2066
H 4.8336 6.9585 0.9711
H 4.6525 5.2715 1.1721
H 4.7222 6.1364 3.3728
H 3.2322 6.4915 4.2416
H 3.5670 4.9041 3.4494
H 2.3568 8.2335 3.1093
H 3.8882 8.5795 2.5080
H 2.5441 8.5624 1.3861
H 0.4455 3.8693 0.6392
H -0.4148 4.9632 -0.5978
H -0.8180 4.9971 1.0049
H 0.8066 5.4576 3.2531
C -1.8169 -0.0533 -4.1712
C -1.4321 -0.4264 -5.6562
C -0.0045 -0.9963 -5.5142
C 0.4049 -1.8980 -6.6446
C -0.6613 -2.8610 -7.0540
C -2.0616 -2.2493 -7.2906
N -2.3812 -1.4194 -6.1508
O -3.7274 -0.9605 -6.0897
C -2.3166 -1.5209 -8.6548
C -2.9519 -3.5685 -7.3176
C -1.5341 0.7837 -6.5755
H -1.0313 0.5431 -3.7073
H -2.1642 -0.9099 -3.5935
H -2.5741 0.7072 -4.3618
H 0.7291 -0.2464 -5.2181
H -0.0334 -1.6636 -4.6528
H 1.3387 -2.3888 -6.3700
H 0.6794 -1.3405 -7.5401
H -0.8482 -3.5278 -6.2122
H -0.3969 -3.3703 -7.9807
H -2.8748 -0.5950 -8.5161
H -1.3150 -1.1906 -8.9300
H -2.6480 -2.1225 -9.5012
H -2.6666 -4.2180 -8.1451
H -2.9692 -4.0863 -6.3586
H -4.0041 -3.2859 -7.2840
H -1.0039 0.6006 -7.5101
H -0.9912 1.6698 -6.2466
H -2.5923 1.0287 -6.6663
H -4.0533 -1.7053 -5.5792
C -6.0415 -3.0245 -0.8416
C -4.9604 -1.9433 -1.0769
C -5.0951 -1.4031 -2.5878
C -6.0237 -0.2030 -2.7899
C -5.7663 0.9529 -1.6741
C -5.6893 0.4087 -0.1704
N -4.9003 -0.8860 -0.0437
O -4.6071 -1.4021 1.2669
C -5.0982 1.4960 0.7082
C -7.0322 0.1717 0.4266
C -3.6169 -2.7184 -1.0679
H -6.2238 -3.0320 0.2330
H -5.7763 -4.0387 -1.1402
H -7.0142 -2.6933 -1.2052
H -4.0997 -1.0747 -2.8871
H -5.5100 -2.1577 -3.2560
H -7.0560 -0.4965 -2.5994
H -6.1629 0.2870 -3.7536
H -6.5044 1.7479 -1.7805
H -4.8521 1.4694 -1.9665
H -5.6295 2.4442 0.6261
H -5.0321 1.1200 1.7292
H -4.0420 1.5869 0.4544
H -7.7750 0.9649 0.5115
H -7.5595 -0.5367 -0.2124
H -6.9785 -0.3363 1.3895
H -3.6031 -3.4570 -1.8694
H -3.5160 -3.2169 -0.1039
H -2.6869 -2.1808 -1.2528
H -3.7041 -1.1101 1.4117

Entry 2:
8
Properties=species:S:1:pos:R:3 method="wB97M-V/def2-TZVPD" e_tot_ha=-5280.6035 homo_lumo_gap_ev="7.99 / 10.07" fmax_ha_per_bohr=0.118 relative_energy_kcal_mol=103.8
C -0.1101 -0.7048 0.5416
C 0.0370 0.7565 0.6420
N 0.8422 -1.3726 -0.9293
Br -1.1704 -1.8868 1.4884
Br 0.0795 1.4187 2.4946
H -0.7587 1.1934 -0.0095
H 1.0616 0.8477 0.3205
H 0.3510 -2.2520 -1.3012

Entry 3:
57
Properties=species:S:1:pos:R:3 method="wB97M-V/def2-TZVPD" e_tot_ha=-3203.4138 homo_lumo_gap_ev=7.54 charge=+2 fmax_ha_per_bohr=0.023 relative_energy_kcal_mol=31.9
Ga -0.1695 -0.2778 -0.4238
N 5.8144 -0.9820 -0.6739
C 4.8350 -0.5478 -1.0773
N 3.7278 -0.0419 -1.5161
C 2.5298 -0.0660 -1.4018
N 1.3341 0.0827 -1.4271
C 0.0725 4.4478 0.5031
C -0.1028 3.6011 1.5894
C -0.3436 2.2586 1.3634
N -0.4150 1.7485 0.1331
C -0.2540 2.5621 -0.9153
C -0.0154 3.9139 -0.7753
H 0.2895 5.4957 0.6472
H -0.0406 3.9748 2.5978
H -0.4706 1.5587 2.1817
H -0.2905 2.0919 -1.8922
H 0.1152 4.5327 -1.6481
C -2.3357 -2.0538 2.8008
N -3.0892 -2.8938 1.8555
C -3.1522 -4.2864 2.3382
C -2.5553 -2.7841 0.4489
C -1.0971 -3.1364 0.3680
C -0.7578 -4.4864 0.3291
C 0.5581 -4.8971 0.4091
C 1.5585 -3.9514 0.5544
C 1.2387 -2.6035 0.4875
C -0.0832 -2.1710 0.3703
H -2.8109 -2.0728 3.7792
H -2.3078 -1.0248 2.4469
H -1.3166 -2.4257 2.8979
H -4.0535 -2.5449 1.8291
H -2.1492 -4.6932 2.4430
H -3.7092 -4.9045 1.6381
H -3.6442 -4.3267 3.3079
H -2.7196 -1.7589 0.1102
H -3.1406 -3.4648 -0.1735
H -1.5386 -5.2184 0.1990
H 0.7955 -5.9474 0.3664
H 2.5855 -4.2667 0.6679
H 2.0418 -1.8758 0.5335
C -2.6863 0.6091 -3.6612
C -2.7380 0.2420 -2.2290
O -1.6972 -0.0710 -1.6111
C -4.0261 0.2547 -1.5451
C -5.2176 0.0055 -2.2370
C -6.4242 0.0334 -1.5669
C -6.4668 0.3490 -0.2166
C -5.2934 0.6179 0.4782
C -4.0803 0.5461 -0.1749
H -1.6644 0.8033 -3.9829
H -3.3234 1.4662 -3.8746
H -3.0766 -0.2228 -4.2504
H -5.1861 -0.2513 -3.2836
H -7.3340 -0.1776 -2.1056
H -7.4129 0.3825 0.2991
H -5.3400 0.9068 1.5178
H -3.1573 0.7780 0.3455

Entry 4:
22
Properties=species:S:1:pos:R:3 method="wB97M-V/def2-TZVPD" e_tot_ha=-308.6871 homo_lumo_gap_ev=8.23 charge=+1 fmax_ha_per_bohr=0.066 relative_energy_kcal_mol=66.3
C -0.7359 1.3407 -0.0776
N -1.8488 0.6265 0.6339
C -2.5637 -0.5052 0.0914
C 0.3957 0.3590 -0.3914
N 1.4987 1.1066 -1.1409
C 1.7072 -1.6124 0.4563
C 0.9143 -0.3758 0.8304
H -1.3513 1.8977 -0.8744
H -0.2168 2.1698 0.5836
H -2.3284 1.0820 1.4366
H -2.5538 -0.4049 -1.0756
H -3.6853 -0.6774 0.4855
H -2.0661 -1.4612 0.3987
H -0.1418 -0.3083 -1.1462
H 1.2945 0.9454 -2.1531
H 2.3355 0.4151 -1.1067
H 1.6607 2.1405 -1.0049
H 2.1674 -2.1454 1.3005
H 2.5497 -1.6099 -0.1983
H 1.1392 -2.4009 -0.0194
H 0.0984 -0.7348 1.5111
H 1.7305 0.1530 1.4607

Repeat the second record exactly.
8
Properties=species:S:1:pos:R:3 method="wB97M-V/def2-TZVPD" e_tot_ha=-5280.6035 homo_lumo_gap_ev="7.99 / 10.07" fmax_ha_per_bohr=0.118 relative_energy_kcal_mol=103.8
C -0.1101 -0.7048 0.5416
C 0.0370 0.7565 0.6420
N 0.8422 -1.3726 -0.9293
Br -1.1704 -1.8868 1.4884
Br 0.0795 1.4187 2.4946
H -0.7587 1.1934 -0.0095
H 1.0616 0.8477 0.3205
H 0.3510 -2.2520 -1.3012